Record 1
Molecular formula: C39H50B2BrF5IN6O8P2
Method: DFT, wB97M-V/def2-TZVPD

Each line ends with the Mulliken charge.
CARTESIAN COORDINATES (ANGSTROEM)
C: 2.8232 -2.0640 3.8260  -1.5722
C: 2.5988 -1.3833 2.4706  1.4534
C: 1.2844 -0.6069 2.3252  -0.9944
I: -0.3241 -1.8910 2.9483  -0.0540
C: 1.1690 -0.0310 0.8795  1.2471
C: 2.4125 0.9155 0.7500  -1.4189
C: 3.4924 0.3776 -0.1881  -0.2645
C: 4.7475 1.2617 -0.1858  -1.5198
C: 5.7874 0.9515 0.8537  1.0270
F: 5.3019 1.1047 2.1160  -0.1011
F: 6.8109 1.8495 0.7453  -0.4313
C: 6.4423 -0.4731 0.7943  0.5447
F: 6.1984 -1.0691 -0.3623  -0.2846
F: 7.7534 -0.4146 0.9292  -0.3010
F: 5.9810 -1.2581 1.7500  -0.1952
O: 1.2051 -1.0800 -0.0522  -0.6254
B: -0.0941 -1.2625 -0.7319  0.9398
C: 0.0533 -1.0994 -2.3779  -0.0909
B: -0.6612 -2.1630 -3.2360  0.1291
O: 0.0608 -3.2064 -3.8195  -0.7749
O: -2.0377 -2.0619 -3.5424  -0.5536
P: -0.9415 -3.1500 -0.6225  -0.3129
O: -2.0834 -3.1628 0.5780  -0.4494
Br: 0.7027 -4.4631 0.2616  -0.3904
O: -0.9972 -0.2617 -0.0625  -0.2893
C: -0.1632 0.7159 0.4975  0.7143
C: -0.8376 1.6181 1.5814  -0.9914
C: -1.9416 1.1526 2.5096  0.0392
C: -1.7259 1.3063 4.0040  -0.6807
N: -3.0472 0.8047 1.9903  -0.6233
P: 0.0983 1.9175 -0.9510  1.1849
O: 1.1520 1.7579 -1.9553  -0.8071
O: 0.1347 3.3870 -0.2642  -0.3948
O: -1.3774 1.9065 -1.5459  -0.7294
H: 2.3870 -1.4548 4.6229  0.3787
H: 3.9006 -2.1269 4.0215  0.3410
H: 2.4191 -3.0762 3.8556  0.3946
H: 3.4116 -0.6645 2.3451  -0.7665
H: 2.6314 -2.1142 1.6567  0.1271
H: 1.2760 0.2207 3.0440  0.3598
H: 2.8380 1.1128 1.7406  0.2526
H: 2.1189 1.8950 0.3719  0.4642
H: 3.7262 -0.6608 0.0536  0.4139
H: 3.0814 0.3779 -1.1985  0.4048
H: 4.4572 2.3030 0.0012  0.2527
H: 5.2625 1.2202 -1.1504  0.3815
H: 1.1320 -1.1506 -2.5769  -0.1276
H: -0.2760 -0.0982 -2.6743  0.1079
H: -0.4220 -4.0395 -3.7867  0.2998
H: -2.4646 -2.8719 -3.2360  0.2829
H: -2.0206 -3.9658 1.1072  0.3750
H: -0.0181 2.0821 2.1433  0.0848
H: -1.3209 2.4452 1.0569  0.7655
H: -0.6673 1.4232 4.2558  0.1028
H: -2.0941 0.4274 4.5312  0.1848
H: -2.2413 2.2073 4.3600  0.3181
H: -3.7302 0.5664 2.7138  0.2741
H: -0.4465 3.9860 -0.7471  0.3155
H: -1.9441 1.2864 -1.0505  0.5244
N: 2.7076 4.5051 2.0822  -0.1761
C: 2.2727 5.6632 1.5957  -0.3016
C: 3.1100 6.6321 1.0605  -0.5029
C: 4.4732 6.3838 1.0282  -0.2788
C: 4.9399 5.1787 1.5282  -0.8816
C: 4.0187 4.2772 2.0422  -0.2703
H: 1.1998 5.8200 1.6301  0.3693
H: 2.6981 7.5549 0.6740  0.3958
H: 5.1582 7.1127 0.6135  0.3866
H: 5.9929 4.9304 1.5154  0.4469
H: 4.3400 3.3181 2.4343  0.8082
N: 3.4185 0.8458 5.8049  -0.4326
C: 2.8926 2.0481 6.0152  -0.3496
C: 3.6271 3.2220 5.9692  -0.4082
C: 4.9835 3.1415 5.6995  -0.2780
C: 5.5462 1.8948 5.4771  -0.3008
C: 4.7197 0.7796 5.5351  -0.1654
H: 1.8265 2.0726 6.2161  0.4046
H: 3.1421 4.1759 6.1270  0.3855
H: 5.5825 4.0420 5.6441  0.4025
H: 6.5963 1.7839 5.2427  0.3765
H: 5.1150 -0.2120 5.3418  0.3521
N: -5.2149 0.9533 4.8437  -0.3597
C: -4.6468 1.1545 6.0297  -0.1590
C: -5.1740 1.9930 7.0009  -0.5795
C: -6.3551 2.6628 6.7235  -0.1314
C: -6.9563 2.4637 5.4910  -0.4647
C: -6.3486 1.6009 4.5898  -0.1631
H: -3.7216 0.6180 6.2078  0.4250
H: -4.6653 2.1167 7.9474  0.3587
H: -6.7978 3.3287 7.4535  0.3627
H: -7.8775 2.9655 5.2271  0.3464
H: -6.7902 1.4204 3.6157  0.3724
N: -1.0829 -3.8539 -8.8773  -0.6334
C: -2.0725 -3.1668 -9.4437  -0.1985
C: -2.9250 -2.3307 -8.7392  -0.4605
C: -2.7402 -2.1955 -7.3709  -0.3485
C: -1.7168 -2.9034 -6.7641  -0.1567
C: -0.9201 -3.7147 -7.5620  -0.3052
H: -2.1903 -3.2955 -10.5151  0.3489
H: -3.7136 -1.7967 -9.2547  0.4143
H: -3.3811 -1.5533 -6.7794  0.4290
H: -1.5404 -2.8257 -5.7009  0.5458
H: -0.1057 -4.2772 -7.1187  0.4178
N: -5.2373 -6.2955 -7.8078  -0.4967
C: -5.3975 -5.0235 -8.1688  -0.0207
C: -6.5468 -4.5462 -8.7843  -0.3233
C: -7.5810 -5.4309 -9.0407  -0.3767
C: -7.4247 -6.7569 -8.6701  -0.3212
C: -6.2379 -7.1348 -8.0586  -0.2365
H: -4.5717 -4.3565 -7.9522  0.3623
H: -6.6227 -3.5009 -9.0530  0.3650
H: -8.4924 -5.0939 -9.5185  0.3596
H: -8.2038 -7.4862 -8.8477  0.3531
H: -6.0824 -8.1643 -7.7531  0.3513

Its orbital gap is 6.3889 eV. The spin multiplicity is 1. The calculation puts the HOMO energy at -0.156 Eh. As for the charge: -1. The total energy comes out at -6550.403526 hartree.

***

Record 2
Molecular formula: C7H26BrN2O9
Method: DFT, wB97M-V/def2-TZVPD

Each line ends with the Mulliken charge.
CARTESIAN COORDINATES (ANGSTROEM)
Br: 12.7897 -2.9251 -5.0239  -0.7616
C: 9.2147 -2.7188 -2.8932  0.5371
O: 8.4010 -2.8365 -1.9725  -0.7104
N: 10.1647 -1.8190 -3.0598  -0.1237
N: 9.3785 -3.5962 -3.9114  -0.1690
H: 10.2108 -1.0633 -2.3914  0.1665
H: 10.6982 -1.8288 -3.9174  0.0194
H: 8.7827 -4.3887 -3.7189  0.2463
H: 10.3127 -3.8238 -4.2208  0.0043
C: 13.1422 0.1555 -7.6173  -0.0397
C: 12.9075 0.9287 -8.9123  -0.4408
O: 13.1247 2.2563 -8.7141  -0.5102
O: 13.8013 -1.1468 -7.7336  -0.4928
H: 12.3770 -0.0382 -6.8655  0.1426
H: 13.9318 0.7190 -7.1202  0.2742
H: 11.9277 0.6686 -9.3127  0.2058
H: 13.5547 0.5382 -9.6976  0.3327
H: 13.0889 2.6644 -9.5823  0.3004
H: 13.7585 -1.6015 -6.8891  0.1795
C: 14.1989 -6.6515 -4.2897  -0.3060
C: 12.8286 -6.8760 -4.8331  0.0587
O: 11.8670 -7.6659 -4.0870  -0.5722
O: 14.1104 -5.6070 -3.4252  -0.4978
H: 14.9488 -6.3952 -5.0380  0.2528
H: 14.5055 -7.5665 -3.7828  0.2807
H: 12.8869 -7.5092 -5.7184  0.2721
H: 12.3368 -5.9292 -5.0562  -0.0083
H: 11.4910 -7.2017 -3.3355  0.2768
H: 13.8735 -4.8532 -3.9705  0.1681
C: 8.9008 -0.4426 -7.9279  -0.4045
C: 9.0598 -1.4274 -6.6938  -0.0287
O: 10.0139 -2.4183 -7.0009  -0.4806
O: 8.7252 -1.0927 -9.1862  -0.5471
H: 9.7950 0.1806 -7.9347  -0.0227
H: 8.1280 0.3002 -7.7301  0.3847
H: 8.0454 -1.7043 -6.4067  0.2908
H: 9.3456 -0.6817 -5.9520  0.2261
H: 10.4735 -2.6899 -6.2030  0.2247
H: 9.5693 -1.4694 -9.4454  0.3285
O: 13.3254 0.1922 -2.9820  -0.6431
H: 14.2678 0.1694 -3.1482  0.3001
H: 13.0243 -0.6933 -3.1853  0.3165
O: 14.0084 -4.4224 -7.6692  -0.6019
H: 14.9570 -4.2940 -7.6726  0.3141
H: 13.6834 -3.7938 -7.0247  0.2575

Its orbital gap is 9.2680 eV. Its relative energy (zero: lowest compared OMol25 entry of this formula, charge and spin) is 0.000 eV. The spin multiplicity is 1. The calculation puts the HOMO energy at -0.245 Eh. As for the charge: -1. The total energy comes out at -3643.073621 hartree.

***

Record 3
Molecular formula: C5H8O2
Method: DFT, wB97M-V/def2-TZVPD

Each line ends with the Mulliken charge.
CARTESIAN COORDINATES (ANGSTROEM)
O: -0.6257 -1.6518 -0.8861  -0.6507
C: -0.3443 -0.9951 0.3568  0.0511
C: -1.3613 0.0977 0.5488  -0.8346
C: -0.8506 1.2863 0.2210  -0.1231
C: 0.6483 1.2418 0.0222  -0.5957
C: 1.0245 -0.2484 0.2574  -0.0620
O: 1.8325 -0.7923 -0.7599  -0.5846
H: -1.0442 -0.9885 -1.4402  0.4159
H: -0.3448 -1.7797 1.1228  0.3512
H: -2.4093 -0.1378 0.7261  0.4044
H: -1.4192 2.2108 0.1221  0.4023
H: 1.1413 1.8974 0.7558  0.2650
H: 0.9629 1.5652 -0.9807  0.2896
H: 1.5583 -0.3496 1.2135  0.2812
H: 1.2316 -1.3560 -1.2795  0.3899

Its orbital gap is 10.8409 eV. As for the SMILES: O[C@@H]1C=CC[C@@H]1O. Its relative energy (zero: lowest compared OMol25 entry of this formula, charge and spin) is 0.993 eV. The spin multiplicity is 1. The calculation puts the HOMO energy at -0.365 Eh. The total energy comes out at -345.768456 hartree.